1.
Here is a structure of composition C48H65ClLaN6O8PSb at a distorted geometry from the Open Molecules 2025 dataset. Energies are from ωB97M-V/def2-TZVPD.

Its multiplicity is 1. Its largest force on an atom is 1.2 eV Å⁻¹. Its total charge is +1. The value obtained for the molar mass is 1181.17 g/mol. The calculation puts the electronic energy at -3871.9141 hartree.

Last column: Mulliken charge in e.
Geometry (Å):
La  0.5016  0.1390  1.7050  2.03
C  2.6470  2.9437  -0.9269  -0.82
C  1.8889  3.8122  0.0299  0.80
C  1.8361  5.1858  -0.2140  -1.27
C  1.1692  6.0186  0.6524  -0.78
C  0.5806  5.4533  1.7768  -0.84
C  0.6610  4.0817  1.9581  -0.24
N  1.2846  3.2524  1.0889  1.07
Sb  -0.2858  3.3152  3.7185  0.91
C  1.2699  1.9926  4.5096  -0.36
C  1.5018  2.3881  5.8169  -0.79
C  2.4125  1.6586  6.5719  -0.96
C  3.0267  0.5662  5.9990  -0.99
C  2.7348  0.2132  4.6855  0.57
C  3.3821  -0.9887  4.0728  -1.19
N  1.8741  0.9323  3.9464  1.51
C  -1.8499  2.3534  2.5214  -0.29
C  -2.9186  3.2092  2.3130  -0.73
C  -4.1454  2.6647  1.9601  -1.06
C  -4.2697  1.2928  1.8745  -0.57
C  -3.1478  0.4875  2.0280  -0.22
C  -3.2347  -0.9992  1.9069  -0.64
N  -1.9451  1.0277  2.3090  1.37
H  3.6447  3.3547  -1.0810  0.49
H  2.7410  1.9277  -0.5604  -0.54
H  2.1579  2.9154  -1.9038  0.50
H  2.3345  5.5786  -1.0914  0.56
H  1.1184  7.0851  0.4722  0.47
H  0.0726  6.0705  2.5080  0.56
H  0.9854  3.2397  6.2384  0.55
H  2.6166  1.9288  7.6002  0.44
H  3.7222  -0.0400  6.5639  0.59
H  3.6153  -1.7251  4.8396  0.65
H  2.7270  -1.4676  3.3490  -0.12
H  4.3170  -0.7126  3.5775  0.21
H  -2.8023  4.2777  2.4512  0.57
H  -5.0018  3.3054  1.7907  0.47
H  -5.2278  0.8328  1.6707  0.55
H  -4.2251  -1.3013  1.5721  0.50
H  -2.5004  -1.3838  1.1982  -0.59
H  -3.0275  -1.4629  2.8747  0.50
O  5.2215  -3.8573  0.6055  -0.58
C  5.9179  -2.7272  0.6397  0.26
O  7.1135  -2.7166  0.5486  -0.58
C  5.1520  -1.4460  0.8046  0.37
C  5.7348  -0.2128  1.0141  0.11
Cl  7.3668  0.1917  1.1849  -0.11
N  4.7510  0.7095  1.1524  -0.05
N  3.5320  0.1344  1.0517  1.51
C  3.7750  -1.1497  0.8265  -1.03
C  2.5859  -2.0347  0.5965  0.32
O  2.6420  -3.2396  0.7623  -0.91
O  1.5157  -1.3883  0.2211  0.75
C  4.9113  2.1275  1.3581  -0.32
C  4.1848  2.7480  2.3532  0.58
C  4.3244  4.1160  2.5455  -0.38
C  5.1909  4.8476  1.7466  -0.78
C  5.9121  4.2090  0.7423  -0.72
C  5.7692  2.8460  0.5382  -0.76
H  4.2563  -3.7071  0.7278  0.40
H  3.5167  2.1658  2.9685  0.06
H  3.7532  4.6063  3.3247  0.48
H  5.3079  5.9122  1.9034  0.43
H  6.5823  4.7742  0.1075  0.41
H  6.3051  2.3543  -0.2619  0.55
O  0.0068  1.1689  -0.6075  -0.29
H  -0.2574  2.0347  -0.9380  0.21
H  0.7249  0.8624  -1.2126  -0.14
O  2.1708  0.1450  -1.9627  -0.62
H  2.3231  -0.2648  -2.8201  0.17
H  2.0659  -0.5911  -1.3328  -0.35
O  -0.6185  -2.6109  1.2359  -0.33
H  -0.7756  -3.2490  1.9423  0.22
H  0.1324  -2.9398  0.7230  0.02
O  -1.3063  0.9997  5.1696  -0.45
H  -0.8372  0.3861  5.7482  0.25
H  -2.1949  0.6384  5.0896  0.23
N  -0.2390  -1.8964  4.6270  -0.83
C  -0.0090  -1.2788  3.6727  -0.22
C  -4.5903  -5.1742  -1.9994  -0.79
C  -3.2318  -5.3441  -1.3255  -0.86
C  -2.2405  -4.2870  -1.8384  -0.54
C  -2.9282  -2.9240  -2.1005  0.47
C  -4.1532  -2.8050  -1.1846  -0.29
C  -5.2226  -3.8215  -1.6069  -1.13
P  -1.7826  -1.4960  -1.8620  0.43
C  -2.7102  -0.0221  -2.5531  0.36
C  -3.3182  0.8056  -1.4068  0.70
C  -3.9745  2.0755  -1.9426  -0.92
C  -5.1474  1.7464  -2.8975  -0.96
C  -5.1561  0.2689  -3.3007  -0.91
C  -3.7576  -0.2150  -3.6904  -1.07
C  -0.5249  -1.7118  -3.2153  0.60
C  0.5000  -2.8189  -2.9179  0.03
C  1.7426  -2.7147  -3.8330  -1.03
C  1.4347  -1.9541  -5.1296  -0.55
C  0.0465  -2.3529  -5.6234  -0.95
C  -1.0514  -1.8596  -4.6538  -0.72
H  -5.2557  -5.9948  -1.7298  0.46
H  -4.4556  -5.2257  -3.0837  0.33
H  -2.8305  -6.3412  -1.5117  0.52
H  -3.3542  -5.2554  -0.2419  0.28
H  -1.8005  -4.6480  -2.7699  0.28
H  -1.4255  -4.1718  -1.1178  -0.10
H  -3.2926  -2.9227  -3.1300  0.61
H  -4.5741  -1.7981  -1.2099  -0.36
H  -3.8382  -2.9929  -0.1549  0.15
H  -5.7858  -3.4167  -2.4516  0.30
H  -5.9355  -3.9618  -0.7913  0.54
H  -1.8899  0.5875  -2.9530  0.83
H  -2.5390  1.0531  -0.6823  -0.78
H  -4.0618  0.2140  -0.8626  -0.10
H  -3.2138  2.6600  -2.4717  0.36
H  -4.3202  2.6985  -1.1139  0.31
H  -5.0712  2.3580  -3.7990  0.35
H  -6.0996  2.0039  -2.4300  0.37
H  -5.8314  0.1236  -4.1452  0.50
H  -5.5520  -0.3412  -2.4846  0.19
H  -3.4401  0.3571  -4.5674  0.54
H  -3.8143  -1.2504  -4.0197  0.36
H  0.0065  -0.7530  -3.1531  0.21
H  0.0295  -3.7878  -3.0823  0.60
H  0.7940  -2.7989  -1.8657  -0.60
H  2.0737  -3.7215  -4.0946  0.50
H  2.5890  -2.2638  -3.3043  0.13
H  2.1934  -2.1745  -5.8814  0.51
H  1.4595  -0.8680  -4.9726  0.11
H  0.0118  -3.4432  -5.7073  0.35
H  -0.1393  -1.9566  -6.6222  0.52
H  -1.8911  -2.5583  -4.6840  -0.06
H  -1.4298  -0.8957  -4.9993  0.26

Atomic forces in eV per Å
La 0.2646 0.8387 -0.3177
C -0.0453 0.0214 0.0641
C -0.0350 -0.1522 0.0145
C 0.0506 0.0431 -0.0761
C -0.0236 0.0465 0.0171
C 0.0744 -0.0723 0.0054
C 0.2904 -0.0402 -0.1286
N -0.1087 0.2121 0.2451
Sb -0.1814 0.1190 0.0148
C -0.4264 0.1289 -0.3244
C 0.3847 -0.2112 -0.0179
C -0.0337 0.0604 0.0504
C 0.0519 -0.0427 0.0278
C -0.0395 -0.0147 -0.0377
C 0.0420 0.0185 0.0362
N -0.3497 0.0638 -0.0550
C 0.2340 -0.3901 0.3067
C 0.0138 -0.0436 -0.0699
C -0.0422 0.0581 -0.0355
C -0.0933 0.0091 -0.0176
C 0.1764 0.0317 -0.1073
C 0.0089 0.0398 0.0080
N -0.1278 0.0382 -0.1277
H -0.0097 0.0043 -0.0165
H 0.0106 0.0382 0.0026
H -0.0056 -0.0120 0.0270
H -0.0049 -0.0077 0.0193
H 0.0025 -0.0155 0.0029
H 0.0173 -0.0027 -0.0152
H -0.0229 -0.0248 0.0344
H 0.0208 0.0080 -0.0164
H -0.0151 0.0083 -0.0068
H -0.0002 0.0014 -0.0018
H -0.0392 -0.0355 0.0181
H -0.0242 -0.0028 -0.0068
H -0.0387 -0.0137 0.0585
H 0.0047 -0.0077 0.0227
H 0.0289 0.0149 -0.0221
H -0.0026 0.0035 0.0269
H -0.0181 0.0223 -0.0483
H 0.0262 -0.0004 -0.0112
O 0.0485 0.1412 0.0332
C -0.0759 -0.0721 -0.0424
O 0.0522 0.0578 -0.0172
C -0.0621 -0.1877 0.0617
C 0.0747 0.1273 0.1238
Cl 0.0352 0.0051 0.0105
N 0.0071 0.1937 0.1844
N 0.1766 0.1191 -0.2511
C -0.1931 -0.1796 -0.1733
C -0.1087 0.4544 -0.1328
O -0.0669 -0.1940 -0.0698
O 0.6419 -0.3630 0.0772
C -0.0522 -0.2731 -0.1131
C 0.0085 0.0525 0.1449
C 0.0038 0.0051 -0.0269
C -0.0033 -0.0533 -0.0285
C -0.0416 0.0250 0.0356
C -0.0055 0.0365 -0.0748
H -0.0515 -0.0543 0.0022
H 0.0318 0.0382 -0.0245
H 0.0257 -0.0101 -0.0111
H -0.0066 -0.0220 -0.0060
H -0.0115 -0.0087 0.0267
H 0.0022 -0.0114 0.0266
O 0.1485 -0.0906 -0.3115
H -0.0470 0.0040 0.1642
H -0.1430 0.0067 -0.1778
O -0.0355 -0.0480 0.0245
H -0.0886 -0.0045 -0.1173
H 0.0058 -0.0394 -0.0432
O -0.0163 0.1189 -0.0049
H 0.1135 0.1023 0.1254
H -0.0365 -0.0461 -0.0179
O -0.1717 0.3678 0.2727
H 0.0203 -0.1702 -0.1585
H 0.0315 -0.1068 -0.0097
N -0.0155 0.0305 -0.0527
C -0.1798 -0.6876 1.0126
C -0.0071 0.0663 0.0572
C -0.0256 0.0639 -0.0371
C -0.0953 0.0250 0.0246
C -0.1284 -0.1144 0.0833
C -0.0169 -0.0413 -0.1254
C 0.0887 -0.0495 0.0080
P 0.0106 -0.0172 -0.1011
C -0.2087 0.0682 0.0858
C -0.0080 0.0244 -0.0397
C -0.0502 -0.0638 -0.0482
C 0.0786 -0.0374 0.0324
C 0.0751 0.0539 -0.0131
C 0.0346 0.0863 0.0621
C 0.1093 -0.0593 -0.0435
C 0.0461 0.0390 -0.0515
C -0.0862 0.0504 -0.0082
C -0.0506 -0.0563 0.0266
C -0.0155 0.0751 0.0690
C 0.1195 -0.0593 -0.0191
H -0.0174 0.0013 -0.0338
H 0.0035 -0.0043 0.0059
H 0.0087 -0.0009 0.0204
H 0.0151 -0.0169 -0.0099
H 0.0130 0.0065 0.0170
H 0.0162 0.0025 -0.0184
H -0.0302 -0.0270 -0.0409
H 0.0056 -0.0071 0.0249
H 0.0076 0.0407 0.0097
H -0.0244 -0.0128 0.0130
H 0.0003 0.0097 0.0022
H 0.0112 -0.0020 -0.0097
H 0.0136 -0.0337 -0.0119
H 0.0476 0.0123 0.0183
H -0.0104 -0.0079 0.0130
H 0.0082 0.0100 -0.0127
H -0.0089 0.0158 0.0106
H -0.0018 -0.0078 -0.0105
H -0.0378 -0.0205 0.0130
H -0.0002 -0.0075 -0.0116
H 0.0192 -0.0173 0.0042
H 0.0135 -0.0241 0.0012
H 0.0313 -0.0183 -0.0084
H 0.0102 0.0311 0.0026
H 0.0041 -0.0033 0.0167
H 0.0278 -0.0015 0.0242
H -0.0002 0.0204 0.0016
H 0.0102 0.0213 0.0022
H 0.0123 -0.0234 0.0004
H -0.0054 0.0128 -0.0029
H -0.0080 -0.0287 -0.0130
H -0.0011 0.0239 0.0030
H -0.0335 -0.0015 0.0142

***

2.
Here is a structure of composition C7H8O at a distorted geometry from the Open Molecules 2025 dataset. Energies are from ωB97M-V/def2-TZVPD.

Its multiplicity is 1. Its largest force on an atom is 1.1 eV Å⁻¹. The value obtained for the molar mass is 108.14 g/mol. The calculation puts the electronic energy at -346.5644 hartree.

Last column: Mulliken charge in e.
Geometry (Å):
C  -0.5493  1.6472  0.5765  -0.72
C  1.3432  0.1563  -0.0725  0.55
C  0.5588  -0.8808  0.3356  -0.04
C  -0.9198  0.4036  -0.0737  0.57
C  0.4221  1.1573  -0.5203  -0.50
C  0.4629  -2.2022  0.4222  -0.83
C  -2.0547  -0.0290  -0.6579  -0.86
O  2.6698  0.3575  0.0923  -0.50
H  3.0918  -0.4859  0.3055  0.34
H  -1.1269  2.5236  0.3004  0.31
H  -0.1741  1.6461  1.5933  0.22
H  0.5503  1.7421  -1.4249  0.38
H  -0.4100  -2.6680  0.8646  0.29
H  1.1950  -2.8627  -0.0319  0.24
H  -2.0371  -0.8222  -1.3951  0.29
H  -3.0221  0.3172  -0.3143  0.26

Atomic forces in eV per Å
C 0.1280 -0.0130 0.1091
C 0.1880 -0.0291 0.4525
C 0.4933 -0.3346 0.1690
C -0.6398 0.4325 -0.8482
C -0.1954 -0.3824 -0.0486
C -0.2179 0.2107 -0.0929
C 0.3680 -0.0436 0.2588
O -0.1660 -0.0065 0.0279
H -0.0785 0.1007 -0.0466
H 0.0317 -0.0549 0.0049
H 0.0735 -0.0038 -0.0748
H -0.0474 0.0373 0.0576
H 0.1400 0.0100 0.2560
H -0.1327 0.0577 -0.2407
H 0.0219 0.0939 -0.0778
H 0.0333 -0.0750 0.0938

***

3.
Here is an isolated molecule of C2H2N4 at a distorted geometry from the Open Molecules 2025 dataset. Energies are from ωB97M-V/def2-TZVPD.

Its multiplicity is 1. Its largest force on an atom is 1.5 eV Å⁻¹. The value obtained for the molar mass is 82.07 g/mol. The calculation puts the electronic energy at -296.2924 hartree.

Last column: Mulliken charge in e.
Geometry (Å):
C  -0.4152  0.5557  -0.2595  0.04
N  -1.2442  -0.5828  0.1418  -0.67
N  -0.5537  -1.6083  0.0929  0.82
N  0.0996  -2.5312  0.0497  -0.38
N  1.0111  0.2780  -0.6780  -0.48
C  0.8091  0.9623  0.3645  -0.01
H  -1.0268  1.3010  -0.7594  0.35
H  1.3200  1.6253  1.0480  0.32

Atomic forces in eV per Å
C -0.2882 0.1910 -0.0003
N 0.4719 -0.1888 0.1283
N 0.7455 -1.1012 0.0785
N -1.0371 1.0089 0.0954
N -0.1715 0.8221 0.2857
C -0.0916 -0.0364 -0.4301
H 0.1385 -0.2829 -0.3585
H 0.2324 -0.4127 0.2011

***

4.
Here is a structure of composition C10H13N7O5PtS2Se from the Open Molecules 2025 dataset. Energies are from ωB97M-V/def2-TZVPD.

Its multiplicity is 1. Its largest force on an atom is 1.0 eV Å⁻¹. The value obtained for the molar mass is 649.43 g/mol. The calculation puts the electronic energy at -4465.4957 hartree.

Last column: Mulliken charge in e.
Geometry (Å):
Pt  1.3800  -0.1060  0.0933  1.64
N  2.2592  0.5323  3.1676  -0.43
C  1.2811  -0.3861  3.0686  0.66
N  0.7829  -0.8017  1.9233  -0.49
C  -0.1963  -1.7829  2.0995  0.41
C  -0.4475  -2.0733  3.3925  -0.46
S  0.5613  -1.1441  4.4378  -0.22
C  -0.7866  -2.4896  0.9497  -0.11
C  -1.5184  -3.6299  1.0326  -0.69
S  -1.8455  -4.2374  -0.5464  -0.20
C  -0.9569  -2.9027  -1.2118  0.24
N  -0.5291  -2.0631  -0.3259  -0.10
N  -0.6808  -2.7207  -2.5522  -0.43
H  2.3210  1.1693  2.3790  0.17
H  2.4060  0.9559  4.0680  0.28
H  -1.1389  -2.7987  3.7846  0.38
H  -1.8372  -4.1674  1.9101  0.35
H  -0.8939  -3.5189  -3.1319  0.31
H  0.3090  -2.4627  -2.6777  0.30
C  -2.0841  3.4438  -1.9432  -1.07
N  -1.2107  2.9063  -0.9239  0.06
C  -0.5375  3.6963  0.0825  -0.40
C  0.3018  2.6490  0.8015  0.23
O  1.0573  2.8667  1.7174  -0.66
N  0.0527  1.4280  0.2038  -0.25
C  -0.8085  1.6357  -0.8202  0.48
N  -1.2383  0.6521  -1.5933  -0.18
H  -2.5957  4.3182  -1.5461  0.34
H  -2.8485  2.7138  -2.2081  0.39
H  -1.5325  3.7357  -2.8392  0.32
H  -1.2388  4.1718  0.7697  0.33
H  0.1186  4.4553  -0.3476  0.34
H  -0.7604  -0.2416  -1.4964  -0.09
H  -1.6324  0.8573  -2.4948  0.26
O  1.9076  0.3390  -1.7999  -0.72
Se  2.9910  -0.9962  -1.9306  1.10
O  4.3571  -0.5632  -2.6218  -0.62
O  3.0567  -1.2372  -0.2330  -0.71
O  2.1751  -2.2033  -2.6374  -0.73

Atomic forces in eV per Å
Pt 0.5450 0.4776 0.6739
N 0.0066 0.0432 0.0018
C -0.1882 -0.0371 -0.1056
N 0.0750 -0.1029 -0.0121
C 0.0799 0.0387 -0.0065
C 0.0006 0.0203 0.0133
S -0.0094 -0.0208 0.0865
C -0.0595 -0.0321 0.1311
C -0.0382 -0.0529 0.0420
S 0.0313 -0.0025 0.0104
C 0.1300 -0.0302 -0.4519
N 0.1656 0.0152 0.0184
N -0.0613 -0.2441 0.2005
H 0.0274 0.0012 -0.0112
H 0.0069 0.0057 0.0052
H 0.0190 0.0207 0.0172
H -0.0012 0.0126 -0.0312
H -0.1397 0.0108 0.0103
H 0.0423 0.2050 0.0403
C -0.0073 -0.0120 0.0350
N -0.1334 0.0135 -0.0968
C 0.0153 0.0376 0.0566
C 0.0030 -0.2037 -0.0236
O 0.0098 -0.0033 -0.0043
N -0.3926 0.1072 -0.5478
C 0.1119 0.0429 0.3704
N 0.1083 -0.0258 -0.2335
H 0.0167 0.0093 0.0079
H 0.0117 -0.0078 0.0013
H 0.0031 -0.0062 -0.0077
H 0.0018 0.0131 0.0020
H -0.0146 0.0085 -0.0166
H -0.0461 -0.0291 0.1233
H -0.0371 0.0162 0.0181
O 0.2582 -0.0250 0.0208
Se -0.6220 0.1934 0.0851
O 0.1818 -0.1399 0.1098
O -0.2512 -0.3024 -0.5407
O 0.1505 -0.0149 0.0083